1.
86
Properties=species:S:1:pos:R:3:mulliken_charge:R:1 method="wB97M-V/def2-TZVPD" charge=+1 e_homo_ev=-10.40 e_above_lowest_kcal_mol=62.4 orbital_gap_ev=8.1
C 1.79 2.69 -1.94 -0.07
C 2.05 3.46 -0.69 -0.45
N 1.83 2.59 0.46 0.17
C 2.64 1.70 1.13 -0.56
C 1.91 1.00 1.91 -0.78
N 0.61 1.46 1.87 0.36
C 0.54 2.34 1.01 -0.34
C -0.57 0.60 2.36 0.12
H 2.13 1.70 -2.00 -0.08
H 2.03 3.10 -2.93 0.27
H 0.71 2.51 -2.09 -0.16
H 1.25 4.31 -0.60 0.25
H 3.07 3.79 -0.68 0.34
H 3.57 1.78 0.93 0.85
H 2.18 0.13 2.54 0.45
H -0.32 2.89 0.78 0.52
H -0.18 -0.16 3.11 -0.21
H -0.80 -0.04 1.53 -0.03
H -1.51 1.20 2.87 0.26
N -3.23 -2.88 2.52 -0.70
C -3.74 -4.09 3.10 -0.21
C -3.74 -5.25 2.25 -0.32
C -3.04 -5.29 1.15 -0.53
C -2.44 -4.15 0.70 -0.49
C -2.57 -2.96 1.37 -0.04
H -4.37 -4.02 4.13 0.29
H -4.33 -6.11 2.63 0.39
H -3.39 -6.18 0.50 0.30
H -1.92 -3.99 -0.25 0.34
H -2.27 -2.00 1.13 1.21
C -3.96 1.46 0.33 -0.93
C -3.56 0.05 -0.23 -0.73
C -2.62 0.03 -1.25 0.28
C -1.90 1.17 -1.68 -0.08
C -2.30 2.37 -1.10 -0.58
C -3.20 2.58 -0.07 0.34
O -3.47 3.80 0.42 -0.51
O -2.30 -1.20 -1.78 -0.49
H -4.54 1.53 1.19 0.48
H -3.98 -0.71 0.27 0.89
H -1.08 1.19 -2.52 0.25
H -1.84 3.21 -1.63 0.55
H -2.84 4.34 0.49 0.29
H -3.04 -1.74 -1.94 0.35
C 2.24 -2.87 5.13 -0.61
C 0.83 -2.13 5.01 -0.67
C -0.26 -2.72 4.29 0.51
C -0.05 -3.97 3.64 -0.36
C 1.19 -4.65 3.73 -0.67
C 2.26 -4.11 4.42 0.45
O 3.49 -4.80 4.36 -0.51
O -1.42 -2.05 4.17 -0.61
H 2.98 -2.24 5.63 0.41
H 0.73 -1.25 5.58 0.59
H -0.62 -4.43 2.92 0.37
H 1.18 -5.69 3.51 0.40
H 3.49 -5.38 3.75 0.27
H -1.87 -2.58 3.56 0.15
C 2.10 -2.52 0.95 0.48
C 1.17 -2.32 -0.24 -0.52
C 1.70 -1.58 -1.22 0.66
C 2.97 -1.06 -1.19 -0.43
C 3.93 -1.34 -0.13 -0.76
C 3.54 -2.03 1.06 0.13
O 4.12 -2.12 2.29 -0.49
O 0.91 -1.06 -2.21 -0.60
H 1.71 -3.18 1.79 -0.23
H 0.15 -2.53 -0.05 0.23
H 3.51 -0.45 -1.94 0.43
H 4.91 -0.87 -0.15 0.45
H 3.92 -2.99 2.52 0.35
H 0.06 -1.70 -2.38 0.35
C -0.43 4.02 -6.60 -0.61
C 1.08 4.25 -6.64 -0.56
C 1.69 4.98 -5.66 0.44
C 0.83 5.51 -4.65 -0.62
C -0.58 5.32 -4.61 -0.26
C -1.16 4.54 -5.59 0.56
O -2.53 4.18 -5.44 -0.47
O 3.02 5.31 -5.71 -0.58
H -0.95 3.33 -7.36 0.31
H 1.78 3.97 -7.33 0.43
H 1.23 5.70 -3.70 0.42
H -1.00 5.89 -3.77 0.39
H -2.82 4.53 -4.79 0.21
H 3.77 4.92 -6.29 0.35

***

2.
85
Properties=species:S:1:pos:R:3:mulliken_charge:R:1 method="wB97M-V/def2-TZVPD" charge=+2 e_homo_ev=-12.39 e_above_lowest_kcal_mol=4.1 orbital_gap_ev=6.0
W -2.21 0.44 -0.40 1.81
O -1.16 2.00 -0.60 -0.77
C -0.48 2.84 0.23 1.02
C 0.80 3.25 -0.07 -0.46
C 1.42 4.15 0.78 -0.52
C 0.76 4.66 1.91 -0.83
C -0.52 4.24 2.20 -0.88
C -1.15 3.30 1.37 0.19
C -2.47 2.85 1.66 0.04
N -3.09 1.88 1.07 -0.15
C -4.48 1.63 1.50 -0.71
C -4.79 0.18 1.17 -0.92
N -4.33 -0.01 -0.21 0.11
C -5.18 -0.43 -1.09 0.28
C -4.91 -0.66 -2.47 0.19
C -5.93 -1.15 -3.31 -0.88
C -5.69 -1.35 -4.64 -0.82
C -4.42 -1.06 -5.16 -0.63
C -3.40 -0.58 -4.35 -0.32
C -3.65 -0.38 -3.01 0.49
O -2.68 0.10 -2.21 -0.32
H 1.30 2.86 -0.94 0.46
H 2.43 4.48 0.56 0.48
H 1.26 5.37 2.55 0.45
H -1.04 4.62 3.07 0.45
H -3.00 3.38 2.45 0.46
H -5.14 2.28 0.93 0.29
H -4.60 1.83 2.56 0.53
H -5.86 -0.02 1.26 0.57
H -4.24 -0.50 1.82 0.22
H -6.19 -0.63 -0.74 0.39
H -6.90 -1.37 -2.88 0.42
H -6.46 -1.72 -5.29 0.44
H -4.23 -1.20 -6.22 0.48
H -2.43 -0.35 -4.75 0.35
O -2.03 -0.63 0.89 -0.65
S 1.69 0.07 1.94 0.09
C 2.21 -1.41 2.86 -1.05
C 2.61 -2.51 1.92 0.28
C 1.83 -3.66 1.81 -0.30
C 2.25 -4.73 1.03 -0.69
C 3.45 -4.65 0.32 -0.54
C 4.21 -3.49 0.40 -0.66
C 3.79 -2.43 1.19 -0.21
C 1.33 1.17 3.34 0.27
C 2.53 1.48 4.19 0.24
C 3.60 2.19 3.66 -0.13
C 4.71 2.48 4.45 -0.75
C 4.75 2.07 5.78 -0.43
C 3.68 1.36 6.31 -0.66
C 2.57 1.07 5.52 -0.14
H 1.39 -1.72 3.51 0.48
H 3.06 -1.13 3.49 0.47
H 0.92 -3.74 2.38 0.35
H 1.66 -5.63 0.99 0.42
H 3.79 -5.49 -0.27 0.43
H 5.15 -3.42 -0.14 0.46
H 4.41 -1.54 1.27 0.47
H 0.53 0.72 3.94 0.56
H 0.94 2.07 2.88 -0.88
H 3.58 2.49 2.62 0.40
H 5.54 3.03 4.03 0.40
H 5.61 2.29 6.39 0.40
H 3.71 1.03 7.34 0.41
H 1.74 0.52 5.94 0.36
C 2.36 -2.10 -3.71 -1.24
N 1.14 -2.09 -2.88 0.26
C 1.09 -3.23 -1.95 -1.66
C 0.43 -0.98 -2.70 0.14
S -0.07 -0.75 -1.04 -0.06
N 0.22 -0.16 -3.73 0.38
C 0.32 -0.62 -5.11 -1.28
C -0.02 1.28 -3.59 -0.46
H 3.16 -2.50 -3.10 0.42
H 2.63 -1.09 -4.01 0.41
H 2.23 -2.73 -4.59 0.34
H 1.41 -4.11 -2.51 0.40
H 0.08 -3.38 -1.60 0.39
H 1.76 -3.07 -1.10 0.82
H 0.18 -1.70 -5.15 0.41
H 1.28 -0.37 -5.57 0.33
H -0.46 -0.14 -5.69 0.51
H -0.43 1.49 -2.61 -0.17
H -0.74 1.59 -4.34 0.32
H 0.91 1.83 -3.74 0.42

***

3.
83
Properties=species:S:1:pos:R:3:mulliken_charge:R:1 method="wB97M-V/def2-TZVPD" charge=+1 e_homo_ev=-9.29 orbital_gap_ev=4.9
C -1.01 0.15 2.65 -1.33
C -1.88 1.34 2.40 0.97
C -1.33 2.62 2.18 0.04
N 0.09 2.83 2.04 1.20
C 0.90 2.29 1.02 -0.13
N 2.14 2.32 1.54 0.47
C 3.34 1.68 1.01 -0.88
C 2.17 3.05 2.72 -1.21
C 0.90 3.36 3.05 -0.07
C -2.14 3.76 2.25 1.06
C -1.53 5.12 2.19 -1.52
C -3.52 3.61 2.41 -0.94
C -4.10 2.35 2.52 0.59
C -5.60 2.22 2.64 -1.52
C -3.27 1.22 2.53 -1.15
H -1.60 -0.76 2.55 0.31
H -0.18 0.09 1.94 0.23
H -0.58 0.14 3.66 0.44
H 3.11 0.93 0.27 0.32
H 4.02 2.42 0.59 0.31
H 3.86 1.22 1.86 0.41
H 3.09 3.17 3.27 0.55
H 0.50 3.82 3.94 0.53
H -2.33 5.85 2.07 0.43
H -0.99 5.37 3.11 0.34
H -0.83 5.23 1.35 0.16
H -4.14 4.50 2.44 0.42
H -5.90 1.19 2.81 0.35
H -5.98 2.84 3.46 0.36
H -6.10 2.58 1.73 0.34
H -3.71 0.23 2.67 0.34
C 0.56 -4.76 -3.81 -0.96
N 0.29 -3.90 -2.69 0.27
C -0.20 -4.39 -1.51 0.06
O -0.49 -5.56 -1.30 -0.70
C -0.32 -3.22 -0.54 0.03
C 0.51 -3.45 0.73 -0.29
C 0.00 -4.60 1.57 0.58
C 0.85 -5.64 1.92 -0.35
C 0.35 -6.75 2.60 -0.60
C -1.00 -6.79 2.98 -0.48
C -1.84 -5.71 2.68 -0.70
C -1.34 -4.61 1.99 -0.17
N 0.16 -2.07 -1.35 0.48
C 0.24 -0.84 -0.79 -0.49
C 0.78 0.29 -1.39 0.63
C 0.98 1.57 -0.80 -0.94
C 1.34 2.64 -1.69 1.37
C 1.22 4.02 -1.35 -0.24
C 1.54 5.06 -2.22 -0.66
C 2.00 4.77 -3.53 -0.26
N 2.34 5.83 -4.41 0.93
O 2.72 5.56 -5.57 -0.59
O 2.24 7.01 -3.97 -0.58
C 2.13 3.42 -3.94 -0.78
C 1.83 2.40 -3.04 -0.54
C 0.59 -2.47 -2.71 0.20
C 2.10 -2.27 -2.92 -1.47
C -0.20 -1.82 -3.85 -1.62
H 0.29 -5.79 -3.55 0.39
H -0.01 -4.45 -4.70 0.29
H 1.63 -4.74 -4.07 0.31
H -1.38 -3.08 -0.29 0.31
H 1.55 -3.63 0.43 0.32
H 0.50 -2.51 1.32 0.19
H 1.90 -5.59 1.63 0.34
H 1.01 -7.59 2.83 0.38
H -1.39 -7.66 3.51 0.38
H -2.89 -5.73 2.98 0.38
H -1.98 -3.75 1.75 0.26
H -0.26 -0.80 0.18 0.71
H 1.00 0.10 -2.44 -0.47
H 0.29 1.47 0.52 -0.11
H 0.84 4.28 -0.37 0.25
H 1.45 6.11 -1.93 0.50
H 2.47 3.21 -4.97 0.47
H 1.96 1.39 -3.44 0.24
H 2.65 -2.88 -2.19 0.35
H 2.37 -2.56 -3.93 0.49
H 2.38 -1.22 -2.77 0.34
H -1.23 -2.22 -3.86 0.41
H -0.24 -0.74 -3.77 0.30
H 0.26 -2.08 -4.81 0.47

***

4.
87
Properties=species:S:1:pos:R:3:mulliken_charge:R:1 method="wB97M-V/def2-TZVPD" charge=+3 e_homo_ev=-16.14 e_above_lowest_kcal_mol=2.2 orbital_gap_ev=7.4
Zr 1.73 -0.14 0.41 0.91
N 3.64 -1.53 0.41 -0.50
C 4.72 -0.58 0.78 -0.38
C 4.48 -0.05 2.19 -1.02
N 3.01 0.15 2.47 0.50
C 2.57 -0.82 3.52 -1.16
C 1.13 -1.23 3.35 -0.05
N 1.00 -1.77 1.97 -0.55
C 2.74 1.53 2.94 -0.77
C 3.01 2.54 1.85 -0.78
N 2.29 2.14 0.60 -0.42
H 3.66 -2.33 1.05 0.35
H 3.85 -1.95 -0.51 -0.02
H 4.70 0.23 0.05 0.27
H 5.71 -1.04 0.72 0.61
H 5.03 0.88 2.33 0.40
H 4.88 -0.75 2.93 0.56
H 2.76 -0.41 4.52 0.39
H 3.19 -1.72 3.44 0.56
H 0.45 -0.38 3.44 -0.22
H 0.86 -1.96 4.10 0.58
H 0.03 -1.98 1.77 0.24
H 1.48 -2.67 1.92 0.36
H 3.34 1.76 3.83 0.50
H 1.69 1.58 3.24 0.31
H 4.07 2.60 1.61 0.36
H 2.71 3.54 2.18 0.52
H 2.82 2.43 -0.21 0.41
H 1.40 2.65 0.54 0.02
O -0.04 0.73 1.11 0.51
P -1.58 0.81 0.90 0.57
C -2.14 -0.61 -0.09 -2.08
P -1.02 -1.21 -1.39 1.25
O 0.39 -1.21 -0.73 0.01
C -1.06 -0.13 -2.80 1.02
C -1.74 -0.53 -3.95 -1.01
C -1.83 0.34 -5.03 -0.81
C -1.23 1.59 -4.96 -0.81
C -0.55 1.99 -3.82 -1.14
C -0.46 1.14 -2.74 0.20
C -1.50 -2.84 -1.83 0.24
C -0.54 -3.62 -2.50 -0.56
C -0.87 -4.89 -2.93 -0.78
C -2.15 -5.39 -2.69 -0.61
C -3.10 -4.62 -2.03 -0.84
C -2.78 -3.34 -1.59 -0.28
C -1.94 2.33 0.05 1.10
C -1.31 3.48 0.53 -0.36
C -1.58 4.71 -0.06 -0.88
C -2.48 4.78 -1.12 -0.69
C -3.12 3.64 -1.58 -0.77
C -2.86 2.41 -1.00 -0.29
C -2.37 0.71 2.48 0.95
C -3.59 0.05 2.64 -0.63
C -4.22 0.07 3.88 -0.82
C -3.64 0.75 4.94 -0.64
C -2.43 1.41 4.78 -0.79
C -1.79 1.39 3.55 -0.21
H -3.12 -0.40 -0.51 1.26
H -2.27 -1.45 0.61 0.83
H -2.21 -1.50 -4.01 0.46
H -2.35 0.04 -5.92 0.49
H -1.29 2.26 -5.82 0.52
H -0.09 2.97 -3.78 0.55
H 0.04 1.47 -1.84 0.08
H 0.45 -3.22 -2.69 0.32
H -0.14 -5.49 -3.45 0.49
H -2.41 -6.38 -3.03 0.44
H -4.09 -5.01 -1.85 0.47
H -3.53 -2.75 -1.09 0.39
H -0.65 3.43 1.39 0.41
H -1.11 5.60 0.31 0.49
H -2.69 5.74 -1.57 0.47
H -3.83 3.71 -2.40 0.53
H -3.36 1.54 -1.38 0.28
H -4.07 -0.46 1.82 0.42
H -5.17 -0.43 4.01 0.47
H -4.14 0.77 5.90 0.45
H -1.99 1.94 5.61 0.48
H -0.86 1.93 3.43 0.17
N 2.60 0.30 -1.50 -0.46
C 2.63 -0.34 -2.49 1.14
C 2.80 -1.24 -3.48 -0.24
C 2.20 -1.16 -4.76 0.02
N 1.69 -1.09 -5.79 -0.41
C 3.51 -2.35 -2.93 0.27
N 4.06 -3.10 -2.24 -0.61

***

5.
150
Properties=species:S:1:pos:R:3:mulliken_charge:R:1 method="wB97M-V/def2-TZVPD" charge=0 e_homo_ev=-8.34 orbital_gap_ev=6.5
C 5.56 -3.67 3.20 -1.02
C 5.87 -3.06 1.76 0.42
C 6.61 -3.93 0.69 -0.76
C 6.94 -3.41 -0.73 -0.55
C 6.56 -1.95 -1.08 -0.15
C 5.84 -1.08 -0.02 -0.02
C 5.45 -1.59 1.40 1.30
C 4.66 -0.77 2.51 -0.55
C 4.25 0.73 2.10 -0.53
O 2.81 0.87 1.84 -0.34
C 2.54 0.66 0.44 1.06
P 2.27 2.23 -0.57 0.84
O 3.39 2.27 -1.67 -0.64
C 1.28 -0.33 0.16 -0.48
O 0.00 0.26 0.46 -0.32
C -0.40 0.05 1.85 -0.52
C -1.89 -0.57 1.82 -0.27
C -2.08 -1.93 2.63 -1.22
C -1.38 -3.23 2.07 0.83
F -1.45 -4.22 3.11 -0.30
F 0.05 -2.98 1.97 -0.25
C -1.81 -3.75 0.63 0.64
F -0.72 -4.58 0.18 -0.29
F -1.92 -2.76 -0.37 -0.27
S -3.34 -4.84 0.53 1.35
F -2.72 -5.46 -0.92 -0.35
F -2.63 -6.13 1.31 -0.36
F -4.04 -4.21 1.90 -0.25
F -4.07 -3.64 -0.43 -0.34
F -4.70 -5.79 0.31 -0.30
P 1.36 -0.69 -1.73 0.72
O -0.09 -1.42 -2.25 -0.15
I 3.13 -2.35 -2.20 -0.18
H 4.46 -3.59 3.49 0.19
H 6.17 -3.04 3.96 0.23
H 5.97 -4.73 3.26 0.35
H 6.88 -4.99 1.01 0.24
H 7.44 -4.10 -1.49 0.31
H 6.76 -1.47 -2.10 -0.29
H 5.55 -0.02 -0.31 0.02
H 5.24 -0.78 3.51 0.45
H 3.67 -1.34 2.71 0.18
H 4.89 1.19 1.28 0.39
H 4.43 1.38 3.04 0.22
H 3.45 0.12 -0.01 -0.72
H 2.40 3.43 0.20 0.13
H 1.03 2.12 -1.29 -0.43
H 1.49 -1.32 0.70 0.18
H 0.35 -0.55 2.47 0.35
H -0.44 1.11 2.33 0.38
H -2.27 -0.56 0.75 0.29
H -2.54 0.22 2.37 0.27
H -1.62 -1.74 3.68 0.41
H -3.21 -2.04 2.84 0.33
H -0.26 -1.25 -3.20 0.08
C 8.15 1.16 2.70 -0.19
Cl 9.72 0.44 3.09 -0.15
Cl 8.36 2.81 2.08 -0.04
Cl 7.28 0.16 1.52 0.01
H 7.56 1.21 3.61 0.28
C -4.63 2.64 0.59 0.66
Cl -4.55 4.26 -0.11 -0.17
Cl -3.04 1.88 0.60 -0.02
Cl -5.29 2.71 2.23 -0.12
H -5.30 2.04 -0.02 -0.45
C -5.15 -6.96 3.43 0.45
Cl -6.13 -5.69 2.68 -0.15
Cl -4.71 -6.51 5.08 -0.15
Cl -6.01 -8.50 3.41 -0.11
H -4.24 -7.07 2.85 -0.09
C 7.67 6.05 -0.18 0.56
Cl 8.03 5.60 1.49 -0.13
Cl 6.27 5.16 -0.78 -0.07
Cl 7.41 7.79 -0.32 -0.14
H 8.53 5.78 -0.80 -0.22
C -8.03 -10.30 6.69 0.15
Cl -9.01 -9.03 5.94 -0.12
Cl -7.59 -9.85 8.34 -0.12
Cl -8.89 -11.84 6.67 -0.12
H -7.12 -10.40 6.11 0.20
C 10.69 9.94 -2.00 0.01
Cl 12.04 9.79 -3.13 -0.14
Cl 9.29 10.66 -2.80 -0.13
Cl 10.27 8.36 -1.32 -0.01
H 11.00 10.59 -1.19 0.30
C -9.30 3.13 0.67 -0.03
Cl -7.94 2.82 -0.41 -0.07
Cl -9.32 1.96 1.99 -0.08
Cl -9.23 4.78 1.30 -0.09
H -10.23 3.02 0.10 0.27
C -4.76 -9.04 -1.10 0.31
Cl -6.39 -9.49 -0.56 -0.11
Cl -3.57 -9.40 0.16 -0.14
Cl -4.35 -9.88 -2.60 -0.14
H -4.75 -7.97 -1.29 0.07
C -6.51 -1.09 -1.75 -0.01
Cl -7.99 -0.11 -1.76 -0.11
Cl -5.96 -1.40 -3.40 -0.13
Cl -5.24 -0.29 -0.81 0.03
H -6.74 -2.04 -1.27 0.25
C 5.86 -0.06 -4.70 0.20
Cl 6.83 -1.48 -4.28 -0.16
Cl 5.37 0.82 -3.24 0.05
Cl 6.74 1.01 -5.79 -0.13
H 4.96 -0.40 -5.20 0.06
C -2.46 3.62 -3.07 0.67
Cl -2.02 5.08 -3.97 -0.14
Cl -3.52 2.59 -4.03 -0.11
Cl -1.01 2.73 -2.58 -0.07
H -2.99 3.92 -2.17 -0.40
C -7.68 -9.93 -4.49 0.62
Cl -9.26 -9.53 -3.80 -0.13
Cl -7.57 -11.67 -4.82 -0.12
Cl -7.39 -9.00 -5.96 -0.13
H -6.91 -9.67 -3.76 -0.24
C 12.06 4.72 -2.17 -0.08
Cl 13.53 3.88 -1.68 -0.08
Cl 10.84 4.64 -0.88 -0.09
Cl 12.41 6.41 -2.58 -0.07
H 11.66 4.23 -3.05 0.31
C -11.74 -0.27 4.56 -0.03
Cl -11.91 -0.63 2.84 -0.10
Cl -10.10 -0.63 5.12 -0.11
Cl -12.14 1.43 4.88 -0.10
H -12.44 -0.89 5.11 0.34
C 0.63 -0.24 -6.18 -0.07
Cl -1.02 -0.66 -5.67 -0.13
Cl 1.79 -0.59 -4.89 -0.06
Cl 1.06 -1.11 -7.66 -0.14
H 0.66 0.83 -6.38 0.31
C -12.46 7.17 1.27 0.00
Cl -12.13 8.30 -0.05 -0.10
Cl -12.31 5.50 0.71 -0.10
Cl -11.36 7.47 2.63 -0.15
H -13.48 7.33 1.61 0.35
C 4.51 3.60 -7.37 -0.06
Cl 3.48 4.84 -8.09 -0.14
Cl 4.98 4.05 -5.73 -0.06
Cl 3.67 2.03 -7.37 -0.06
H 5.41 3.50 -7.97 0.32
C -10.68 12.04 1.27 -0.04
Cl -9.27 11.92 0.21 -0.12
Cl -12.05 12.76 0.42 -0.12
Cl -11.11 10.45 1.92 -0.03
H -10.42 12.70 2.11 0.33
C 14.71 2.61 1.80 0.05
Cl 13.09 2.19 2.39 -0.06
Cl 15.93 2.27 3.03 -0.13
Cl 15.07 1.74 0.30 -0.14
H 14.72 3.68 1.59 0.28